Molecular formula: C26H34AuCl3N3PSi2
Method: DFT, ωB97M-V with the def2-TZVPD basis set

Total charge: +2
Orbital gap (eV): 7.2659
Spin multiplicity: 1
LUMO energy (eV): -7.471
Energy above the lowest of the compared OMol25 structures with the same formula, charge and spin (eV): 0.000
HOMO energy (eV): -14.74
Total energy (eV): -98275.0655

Positions of all 70 atoms, in Å:
H 1.941 4.283 -1.139
H -4.876 2.020 4.030
H 0.257 1.115 4.232
N -1.710 -1.745 -0.232
H 3.456 -2.664 4.436
C -2.413 3.384 -2.656
H 0.663 2.694 1.782
H -0.631 -2.969 2.561
P -0.341 -0.689 2.077
Au -0.113 -0.090 -0.066
C 0.892 -0.745 3.334
H -3.861 2.789 1.916
C -2.902 -3.325 -1.560
N -1.245 1.252 -1.653
H 4.657 -0.652 -1.200
H -2.481 -1.287 -2.091
C 1.757 2.649 1.742
C -1.750 2.184 -2.084
C 1.920 0.250 5.262
C -3.452 0.448 4.335
H -3.895 0.120 5.266
H 2.382 -2.776 -0.629
H 1.422 -0.827 -4.165
H 1.782 -2.594 2.638
H -1.907 -1.027 4.394
C 2.814 -0.813 5.319
C -2.309 1.311 1.947
C -2.725 -4.288 -0.566
C 1.804 -1.807 3.382
C 1.840 -2.439 -1.517
C -2.333 -0.197 3.843
C 4.083 -0.455 -2.106
C -4.001 1.519 3.638
H 1.971 1.043 5.996
H 4.670 1.496 0.632
Si 2.255 -0.662 -1.881
H 0.253 0.071 -3.208
Si 2.356 2.181 0.052
H 1.809 2.924 -2.253
H 2.135 -3.088 -2.345
H 4.350 0.535 -2.475
H -1.864 1.665 1.026
C -2.377 -2.074 -1.355
C 1.319 -0.079 -3.374
Cl -3.118 4.268 -1.300
C -2.042 -3.967 0.589
Cl -1.184 4.336 -3.465
H 1.731 0.858 -3.756
H 2.109 1.936 2.486
C -3.432 1.952 2.449
C 2.758 -1.840 4.384
Cl -3.644 2.825 -3.770
C -1.547 -2.676 0.714
H 4.535 3.237 0.389
H 2.134 3.634 2.030
H 3.564 -0.841 6.099
C 0.959 0.292 4.269
H -1.890 -4.695 1.375
N -0.792 -2.286 1.835
C 4.211 2.265 0.007
H 0.487 3.292 -1.134
C 1.903 0.352 -0.260
H -3.115 -5.288 -0.699
H 4.373 -1.191 -2.863
C 1.573 3.259 -1.239
H 0.772 -2.611 -1.346
H -3.438 -3.548 -2.471
C -1.763 0.233 2.638
H 2.390 -0.219 0.544
H 4.607 2.167 -1.004

Here are the Löwdin charges for atoms 1 to 8, given in e:
1. H 0.054
2. H 0.123
3. H 0.116
4. N -0.004
5. H 0.121
6. C -1.634
7. H 0.024
8. H 0.126